No. 1
Formula: C11H14BrN4S
Source: the Open Molecules 2025 dataset
Level of theory: ωB97M-V/def2-TZVPD

Each line ends with the Mulliken charge.
Cartesian coordinates (Å):
Br 1.672 -2.785 0.136  -0.10
S -3.747 4.920 -0.515  -0.22
N 1.112 0.669 -1.289  -0.50
N -1.747 3.557 0.821  -0.91
N -0.364 2.051 -0.190  -0.86
N -1.521 2.229 0.382  1.08
C -2.197 0.015 0.161  -0.49
C 2.206 0.563 -0.638  1.01
C -0.709 -1.614 -1.046  -1.38
C -2.644 4.158 0.221  0.62
C -0.900 -2.639 1.321  -1.42
C -2.448 1.315 0.612  -0.20
C -0.996 -0.246 -0.473  0.57
C -0.075 0.821 -0.621  0.58
C -0.264 -2.692 -0.053  0.20
C 3.464 0.287 -1.379  -1.22
C 2.325 0.700 0.853  -1.16
H 3.820 -0.700 -1.087  0.28
H 3.354 0.593 1.175  0.37
H 4.221 0.993 -1.036  0.39
H -0.532 -3.645 -0.495  0.39
H 0.020 -1.487 -1.842  0.42
H -0.564 -1.791 1.913  0.32
H -0.605 -3.531 1.868  0.48
H 1.708 -0.029 1.372  0.24
H 3.330 0.355 -2.452  0.35
H -3.357 1.606 1.110  0.48
H -1.986 -2.676 1.260  0.31
H -2.941 -0.750 0.307  0.50
H -1.634 -1.953 -1.512  0.48
H 2.000 1.707 1.117  0.39

## Properties
Energy above the lowest of the compared OMol25 structures with the same formula, charge and spin ... 0.0000 eV
Charge ... +1
SMILES string ... CC(C)=Nc1n[n+](N=C=S)ccc1C[C@H](C)Br
HOMO energy ... -13.222 eV
Orbital gap ... 8.717 eV

No. 2
Formula: C11H14FNO
Source: the Open Molecules 2025 dataset
Level of theory: ωB97M-V/def2-TZVPD

Each line ends with the Mulliken charge.
Cartesian coordinates (Å):
F -4.372 2.256 0.048  -0.27
O -0.500 -0.939 -0.089  -0.34
N 2.929 0.357 -1.193  -0.49
C -2.348 0.898 -0.186  -0.47
C 3.078 0.671 1.258  -0.64
C 2.328 -0.719 0.774  -1.04
C -3.827 1.047 -0.096  0.09
C 0.367 0.103 -0.739  -0.60
C 3.806 1.030 -0.014  -0.44
C -4.079 -1.377 0.154  -0.42
C -1.893 -0.407 -0.289  0.36
C -2.782 -1.502 0.092  -0.24
C -4.614 -0.116 0.077  -0.18
C 1.783 -0.480 -0.715  -0.02
H -4.809 -2.281 -0.013  0.22
H 2.925 -1.528 0.713  0.44
H 2.214 1.291 1.566  0.23
H 1.488 -1.067 1.393  0.42
H 0.286 0.868 -0.085  0.21
H -1.727 1.751 -0.013  0.39
H -5.733 0.129 0.148  0.26
H -0.058 0.353 -1.765  0.42
H 3.579 0.118 -1.931  0.26
H 1.781 -1.202 -1.436  0.57
H 4.091 2.129 -0.272  0.29
H 4.840 0.379 0.142  0.19
H 3.585 0.690 2.207  0.42
H -2.337 -2.452 0.266  0.39

## Properties
Energy above the lowest of the compared OMol25 structures with the same formula, charge and spin ... 0.0000 eV
SMILES string ... Fc1cccc(OC[C@@H]2CCCN2)c1
HOMO energy ... -8.416 eV
Orbital gap ... 9.312 eV

No. 3
Formula: C11H14LaN2OP
Source: the Open Molecules 2025 dataset
Level of theory: ωB97M-V/def2-TZVPD

Each line ends with the Mulliken charge.
Cartesian coordinates (Å):
La -0.088 -0.013 -2.080  0.96
P -0.141 -2.191 -1.696  -0.35
O 1.443 0.604 5.201  -0.68
N 0.100 0.037 0.441  -0.51
N -0.552 -0.297 5.555  -0.35
C 0.418 0.147 4.715  0.30
C -0.412 2.004 -2.984  -0.53
C 1.223 0.530 1.022  -0.21
C -1.300 1.118 -3.673  -0.37
C -0.938 -0.422 1.188  -0.53
C 0.921 0.467 -4.088  -0.55
C 1.334 0.570 2.415  -0.64
C 0.281 0.098 3.223  0.85
C -0.870 -0.404 2.582  -0.65
C -0.479 0.113 -4.276  -0.72
C 0.963 1.632 -3.291  -0.55
H -0.710 2.884 -2.410  0.48
H -0.412 -0.243 6.575  0.24
H -1.177 -3.018 -2.238  0.07
H 2.031 0.894 0.403  0.37
H 1.777 -0.078 -4.487  0.50
H -0.838 -0.725 -4.877  0.53
H -2.388 1.174 -3.697  0.47
H -1.438 -0.695 5.223  0.16
H 2.241 0.969 2.853  0.43
H 0.929 -3.050 -2.107  0.07
H -1.720 -0.782 3.127  0.17
H 1.857 2.161 -2.957  0.52
H -0.232 -2.678 -0.358  0.11
H -1.823 -0.805 0.697  0.43

## Properties
Energy above the lowest of the compared OMol25 structures with the same formula, charge and spin ... 4.9472 eV
HOMO energy (alpha / beta) ... -4.634 / -5.622 eV
Orbital gap (alpha / beta) ... 4.192 / 5.304 eV

No. 4
Formula: C11H14N2
Source: the Open Molecules 2025 dataset
Level of theory: ωB97M-V/def2-TZVPD

Each line ends with the Löwdin spin population.
Cartesian coordinates (Å):
N -3.048 1.326 -1.184  0.00
N -2.293 3.372 -1.319  0.07
C 2.298 -3.076 0.116  0.01
C -2.769 3.214 -0.041  0.21
C 2.630 -1.802 -0.468  0.01
C 2.328 -1.557 -1.916  0.06
C -3.301 1.965 0.035  0.02
C -2.454 2.188 -1.958  0.16
C 2.625 -2.173 2.347  0.01
C 3.239 -0.882 0.374  0.04
C 2.049 -3.099 1.501  0.02
C -3.897 1.049 1.061  0.04
C 3.239 -1.027 1.758  0.03
H 3.793 -0.079 -0.116  0.01
H 1.783 -0.626 -2.071  0.03
H -2.076 1.991 -2.947  0.04
H 3.248 -1.537 -2.521  0.01
H -3.108 0.515 1.591  0.01
H 3.891 -0.403 2.363  0.01
H -1.891 4.244 -1.614  0.14
H -4.690 1.543 1.616  0.01
H 1.404 -3.878 1.845  0.00
H 1.699 -2.334 -2.351  0.01
H -2.755 4.036 0.655  0.06
H -4.327 0.213 0.506  0.00
H 2.373 -2.220 3.404  0.00
H 1.962 -3.907 -0.494  0.00

## Properties
Multiplicity ... 2
Energy above the lowest of the compared OMol25 structures with the same formula, charge and spin ... 0.7320 eV
Charge ... -1
HOMO energy (alpha / beta) ... 1.144 / -5.253 eV
Orbital gap (alpha / beta) ... 2.028 / 8.382 eV

> Which value of energy above the lowest of the compared OMol25 structures with the same formula, charge and spin does entry 1 give?

0.0000 eV